(1)
{
  "formula": "C19H30BiN4O6S",
  "method": "the ωB97M-V functional and the def2-TZVPD basis",
  "species": ["Bi", "C", "C", "C", "C", "C", "C", "C", "C", "C", "C", "H", "H", "H", "H", "H", "H", "H", "H", "H", "H", "H", "H", "H", "H", "H", "O", "C", "O", "C", "C", "N", "N", "C", "C", "O", "O", "H", "H", "H", "C", "S", "C", "O", "H", "H", "H", "H", "H", "H", "C", "N", "C", "N", "O", "H", "H", "H", "H", "H", "H"],
  "positions_angstrom": [[0.226695, -0.003147, 0.079413], [1.748494, 0.785229, 2.204901], [0.460087, 0.416139, 2.700794], [0.273857, -0.963470, 2.456088], [1.448425, -1.452380, 1.772285], [2.361268, -0.365678, 1.663262], [3.769732, -0.426238, 1.159896], [1.732096, -2.896023, 1.490755], [-0.856174, -1.797733, 2.977593], [-0.496677, 1.284079, 3.454829], [2.407372, 2.123739, 2.329427], [4.468931, -0.204276, 1.968645], [3.967944, 0.294245, 0.363685], [4.021573, -1.423894, 0.799100], [2.191119, -3.371529, 2.360736], [2.414469, -3.023772, 0.650773], [0.821271, -3.445050, 1.255593], [-1.207200, -1.391353, 3.926446], [-0.525949, -2.819382, 3.162903], [-1.703628, -1.841797, 2.294158], [-0.540791, 0.979404, 4.502849], [-1.504470, 1.218673, 3.046500], [-0.194046, 2.329600, 3.433688], [2.978584, 2.382891, 1.437256], [3.106891, 2.127210, 3.168899], [1.685796, 2.919717, 2.505195], [1.824165, 1.445536, -5.821778], [2.873377, 0.874440, -5.258618], [3.974195, 0.911156, -5.742283], [2.687062, 0.200013, -3.931409], [3.744742, -0.426416, -3.306626], [3.287585, -0.911473, -2.144851], [1.983900, -0.663177, -1.961696], [1.604368, 0.014928, -3.044353], [0.169171, 0.448305, -3.136269], [-0.220810, 1.041430, -4.137708], [-0.562041, 0.164824, -2.124535], [1.008565, 1.336621, -5.264967], [4.764971, -0.541058, -3.630682], [3.794675, -1.445244, -1.459788], [-4.072737, -2.153159, -0.135164], [-2.834314, -1.190641, -0.978020], [-2.623814, -2.210910, -2.418767], [-1.590362, -1.455752, -0.115462], [-4.986866, -2.141208, -0.726888], [-4.253681, -1.675681, 0.825005], [-3.709199, -3.170148, 0.004159], [-3.556477, -2.200707, -2.981597], [-2.360872, -3.222123, -2.110950], [-1.834515, -1.754318, -3.007491], [-0.847983, 3.212447, -1.579110], [-1.829060, 3.528897, -0.555431], [-2.261612, 2.615784, 0.332508], [-3.280788, 2.981685, 1.148285], [-1.779820, 1.470560, 0.411638], [-0.610419, 4.127740, -2.115142], [-1.211005, 2.462576, -2.280888], [0.079210, 2.863783, -1.117708], [-2.353808, 4.380125, -0.656907], [-3.618620, 3.925646, 1.198850], [-3.546563, 2.338661, 1.871462]],
  "forces_ev_per_a": [[-0.165, 0.049, 0.032], [-0.057, -0.012, -0.020], [0.094, 0.015, -0.058], [0.027, 0.018, -0.115], [0.051, -0.034, 0.121], [-0.038, -0.051, 0.015], [0.062, -0.009, -0.015], [0.011, -0.039, -0.043], [-0.013, -0.023, 0.061], [0.007, 0.053, 0.042], [0.018, 0.046, 0.016], [0.002, 0.002, 0.001], [-0.016, 0.017, 0.009], [-0.013, -0.016, -0.001], [0.001, -0.002, 0.004], [0.008, 0.006, -0.002], [-0.018, 0.005, 0.005], [-0.017, 0.000, 0.000], [-0.005, -0.009, -0.016], [0.008, 0.011, -0.012], [0.004, 0.003, 0.009], [-0.012, -0.037, -0.001], [-0.004, 0.004, -0.017], [0.007, -0.022, -0.002], [-0.008, 0.001, 0.007], [-0.007, 0.000, -0.009], [-0.224, -0.073, 0.125], [0.127, 0.217, 0.169], [-0.052, -0.097, -0.069], [0.011, -0.124, -0.042], [-0.005, 0.042, -0.023], [-0.073, -0.044, -0.005], [0.031, 0.082, 0.003], [-0.045, -0.015, 0.035], [0.136, 0.018, -0.083], [0.054, 0.007, -0.075], [0.005, -0.086, 0.045], [0.083, -0.035, -0.082], [0.011, 0.007, -0.018], [0.007, 0.020, 0.008], [-0.037, -0.058, 0.011], [-0.006, 0.165, -0.016], [0.001, -0.075, -0.024], [0.098, -0.102, 0.026], [-0.015, -0.001, -0.015], [-0.004, -0.001, 0.018], [-0.008, 0.007, 0.006], [-0.021, -0.004, -0.002], [0.004, 0.010, -0.009], [0.028, -0.004, -0.020], [0.056, 0.084, -0.067], [-0.056, -0.045, 0.078], [-0.144, 0.172, -0.137], [0.038, -0.046, 0.002], [0.103, -0.085, 0.073], [-0.033, -0.005, -0.017], [0.014, 0.073, 0.064], [-0.019, -0.016, -0.006], [0.023, 0.018, 0.022], [0.001, 0.000, 0.006], [-0.013, 0.016, 0.010]],
  "nbo_charge": [1.96, -0.09, -0.10, -0.16, -0.06, -0.17, -0.64, -0.67, -0.65, -0.64, -0.65, 0.24, 0.22, 0.21, 0.24, 0.22, 0.23, 0.23, 0.23, 0.23, 0.23, 0.22, 0.23, 0.22, 0.24, 0.22, -0.66, 0.78, -0.57, -0.25, 0.04, -0.31, -0.32, 0.04, 0.78, -0.65, -0.85, 0.51, 0.26, 0.42, -0.81, 1.30, -0.81, -1.06, 0.25, 0.25, 0.25, 0.25, 0.24, 0.27, -0.41, -0.60, 0.81, -0.81, -0.77, 0.23, 0.24, 0.19, 0.40, 0.40, 0.41],
  "homo_ha": -0.4186,
  "homo_lumo_gap_ev": 8.4,
  "multiplicity": 1,
  "charge": 1
}


(2)
{
  "formula": "C4H6O",
  "method": "the ωB97M-V functional and the def2-TZVPD basis",
  "species": ["C", "C", "O", "C", "C", "H", "H", "H", "H", "H", "H"],
  "positions_angstrom": [[-1.082370, 1.234654, 0.541176], [-0.474669, 0.079327, 0.311301], [-0.369197, -0.872109, 1.310368], [0.179228, -0.433012, -0.918086], [1.477766, -0.704000, -0.954185], [-1.542539, 1.431566, 1.493445], [-1.142175, 2.004562, -0.209712], [-0.571138, -0.494197, 2.174859], [-0.441466, -0.582915, -1.790799], [2.096357, -0.585895, -0.066415], [1.870202, -1.077981, -1.891950]],
  "forces_ev_per_a": [[0.056, 0.156, -0.578], [-0.035, -0.650, 0.926], [0.250, -0.100, -0.102], [0.073, 0.471, 0.168], [-0.552, -0.115, -0.127], [-0.059, 0.058, 0.230], [0.005, 0.004, -0.126], [-0.138, 0.130, -0.197], [-0.032, 0.100, -0.085], [0.033, -0.044, -0.343], [0.397, -0.010, 0.233]],
  "nbo_charge": [-0.52, 0.29, -0.69, -0.24, -0.34, 0.20, 0.21, 0.48, 0.21, 0.21, 0.20],
  "homo_ha": -0.3276,
  "homo_lumo_gap_ev": 9.9,
  "multiplicity": 1,
  "de_lowest_kcal_mol": 16.8
}


(3)
{
  "formula": "CH5NOS2",
  "method": "the ωB97M-V functional and the def2-TZVPD basis",
  "species": ["S", "S", "H", "H", "C", "N", "O", "H", "H", "H"],
  "positions_angstrom": [[-2.533137, 0.689272, -0.976048], [-1.097271, 1.263484, -2.258422], [-1.706923, 1.025460, 0.057489], [-1.796081, 0.882441, -3.346003], [0.855755, -0.097160, 0.955498], [1.526976, -1.248957, 1.052955], [-0.279712, 0.085959, 1.355963], [1.436976, 0.708796, 0.486502], [1.056287, -2.019105, 1.503765], [2.537130, -1.290188, 1.168301]],
  "forces_ev_per_a": [[0.800, 0.356, -0.235], [-0.618, -0.285, 0.234], [-0.062, -0.295, 0.433], [0.053, 0.051, -0.106], [0.647, 0.481, 0.332], [0.425, -0.804, 0.434], [-0.773, 0.055, -0.704], [0.083, 0.056, 0.007], [-0.193, 0.027, 0.112], [-0.361, 0.358, -0.507]],
  "mulliken_spin": [0.55, 0.46, -0.01, 0.00, 0.00, 0.00, 0.00, 0.00, 0.00, 0.00],
  "homo_ha": [-0.5178, -0.5177],
  "homo_lumo_gap_ev": [9.0, 5.8],
  "multiplicity": 2,
  "charge": 1,
  "de_lowest_kcal_mol": 0.0
}


Number 1: DFT total energy -55106.67725 eV. Number 2: DFT total energy -6291.18909 eV. Number 3: DFT total energy -26317.87075 eV.